[1]
# C29H86N14O16

A cluster of 12 separate species, C29H86N14O16 in total at a distorted geometry (wB97M-V/def2-TZVPD, OMol25).

```
! RIJCOSX wB97M-V def2-TZVPD def2/J DEFGRID3
* xyz 0 1
C 2.099 -1.252 -5.912
O 1.313 -2.119 -5.158
C 0.149 -1.511 -4.617
C -0.831 -0.875 -5.609
N -0.967 -1.549 -6.887
C -1.239 -2.977 -6.836
C -1.149 -3.623 -8.265
O -0.112 -3.087 -9.047
C 1.209 -3.531 -8.747
H 2.815 -1.911 -6.405
H 2.714 -0.633 -5.247
H 1.686 -0.526 -6.615
H 0.488 -0.837 -3.826
H -0.432 -2.321 -4.171
H -0.578 0.186 -5.651
H -1.830 -0.880 -5.171
H -0.138 -1.476 -7.462
H -2.247 -3.150 -6.452
H -0.573 -3.362 -6.059
H -2.151 -3.721 -8.681
H -0.953 -4.681 -8.057
H 1.291 -4.450 -8.158
H 1.696 -2.818 -8.083
H 1.676 -3.760 -9.703
C -1.473 3.011 2.126
O -2.898 2.866 2.357
C -3.617 4.076 2.219
C -5.110 3.637 2.021
N -5.219 2.869 0.777
C -6.595 2.593 0.451
C -6.618 1.598 -0.756
O -5.842 0.485 -0.368
C -5.680 -0.411 -1.422
H -1.291 3.282 1.084
H -1.092 2.003 2.286
H -0.983 3.714 2.801
H -3.379 4.708 1.362
H -3.538 4.586 3.183
H -5.708 4.534 2.186
H -5.340 2.958 2.848
H -4.766 1.993 1.007
H -7.043 3.475 -0.010
H -7.155 2.129 1.267
H -6.307 1.992 -1.726
H -7.683 1.388 -0.905
H -6.561 -0.892 -1.860
H -4.941 -1.195 -1.258
H -5.258 0.051 -2.324
C -7.217 -4.374 2.455
O -6.595 -3.138 2.786
C -7.407 -2.049 2.428
C -6.855 -0.707 2.991
N -5.919 -0.911 4.115
C -4.805 0.047 3.993
C -3.682 -0.459 3.116
O -2.656 -1.041 3.865
C -1.468 -1.332 3.193
H -8.002 -4.527 3.198
H -6.419 -5.115 2.502
H -7.595 -4.467 1.435
H -8.438 -2.190 2.761
H -7.432 -1.864 1.350
H -7.655 -0.052 3.351
H -6.454 -0.065 2.201
H -5.768 -1.902 3.973
H -4.435 0.132 5.016
H -5.236 1.009 3.721
H -3.183 0.391 2.636
H -3.928 -1.190 2.340
H -0.554 -1.389 3.780
H -1.330 -0.743 2.283
H -1.567 -2.346 2.785
C 3.744 1.979 2.357
O 4.680 2.906 2.933
C 5.999 2.518 2.623
C 6.958 3.652 3.055
N 7.508 3.421 4.437
C 8.519 4.454 4.756
C 9.839 4.208 4.085
O 9.900 4.963 2.872
C 11.145 5.040 2.160
H 3.859 0.940 2.672
H 3.814 2.054 1.270
H 2.756 2.307 2.676
H 6.197 2.335 1.561
H 6.141 1.507 3.019
H 6.624 4.674 2.890
H 7.764 3.543 2.322
H 7.960 2.518 4.488
H 8.515 4.426 5.848
H 8.133 5.454 4.556
H 9.970 3.135 3.921
H 10.707 4.592 4.631
H 11.616 4.058 2.079
H 11.786 5.755 2.679
H 10.988 5.375 1.137
N 2.802 5.249 1.121
C 1.760 4.733 0.460
N 0.790 5.579 0.170
O 1.621 3.564 0.171
H 2.865 6.244 0.995
H 3.514 4.628 1.473
H -0.064 5.103 -0.071
H 1.048 6.547 0.252
N 1.190 -6.226 -0.567
C 0.108 -5.481 -0.271
N -0.890 -6.209 0.205
O 0.059 -4.264 -0.458
H 1.289 -7.112 -0.103
H 1.991 -5.740 -0.966
H -1.769 -5.741 0.358
H -0.805 -7.208 0.147
N 3.033 -2.243 3.221
C 2.201 -1.372 3.777
N 2.001 -1.587 5.069
O 1.645 -0.535 3.118
H 3.283 -2.250 2.248
H 3.433 -2.926 3.841
H 2.504 -2.259 5.621
H 1.377 -0.957 5.547
N 2.332 -2.870 -2.023
C 2.790 -4.044 -2.440
N 2.659 -4.207 -3.758
O 3.399 -4.809 -1.676
H 1.740 -2.251 -2.549
H 2.620 -2.658 -1.081
H 2.317 -3.370 -4.215
H 3.347 -4.800 -4.191
N 0.887 0.529 0.614
C 0.596 -0.455 -0.293
N 0.464 -1.651 0.257
O 0.493 -0.095 -1.477
H 1.111 0.202 1.544
H 0.741 1.501 0.398
H 0.443 -2.564 -0.183
H 0.792 -1.771 1.204
O -0.645 3.400 -2.401
H 0.136 3.352 -1.839
H -0.304 3.629 -3.268
O -2.525 -2.178 -0.904
H -2.534 -1.752 -1.767
H -1.596 -2.180 -0.651
O -1.825 0.260 -3.006
H -0.876 0.139 -3.099
H -1.910 0.986 -2.382
*
```

- Highest occupied orbital energy: -0.284 hartree
- Energy above the lowest of the compared OMol25 structures with the same formula, charge and spin: 0.00 kcal per mole
- SMILES string: COCCNCCOC.COCCNCCOC.COCCNCCOC.COCCNCCOC.NC(N)=O.NC(N)=O.NC(N)=O.NC(N)=O.NC(N)=O.O.O.O
- Calculated total energy: -3126.8613 hartree

[2]
# C2AgO4

A structure of composition C2AgO4 at a distorted geometry (wB97M-V/def2-TZVPD, OMol25).

```
! RIJCOSX wB97M-V def2-TZVPD def2/J DEFGRID3
* xyz 2 2
O 2.292 -0.338 0.039
C 2.925 -1.083 0.618
O -1.904 1.067 0.599
O -0.848 -0.161 -1.004
C -1.642 0.014 -0.137
O -1.903 -0.421 1.059
Ag 1.081 0.922 -1.174
*
```

- Highest occupied orbital energy (spin up / spin down): -0.817 / -0.809 hartree
- Expectation value of S²: 0.7588
- Calculated total energy: -523.0575 hartree